## a
{
  "formula": "C32H54N3OOsP2S",
  "method": "ωB97M-V/def2-TZVPD",
  "charge": 3,
  "gap_ev": [6.2, 5.3],
  "lumo_energy_ha": [-0.365, -0.430],
  "s_squared": 6.03,
  "mol_weight_g_mol": 781.05,
  "spin_multiplicity": 5,
  "species": ["Os", "S", "P", "P", "O", "N", "N", "N", "C", "C", "C", "C", "C", "C", "C", "C", "C", "C", "C", "C", "C", "C", "C", "C", "C", "C", "C", "C", "C", "C", "C", "C", "C", "C", "C", "C", "C", "C", "C", "C", "H", "H", "H", "H", "H", "H", "H", "H", "H", "H", "H", "H", "H", "H", "H", "H", "H", "H", "H", "H", "H", "H", "H", "H", "H", "H", "H", "H", "H", "H", "H", "H", "H", "H", "H", "H", "H", "H", "H", "H", "H", "H", "H", "H", "H", "H", "H", "H", "H", "H", "H", "H", "H", "H"],
  "coordinates": [[-0.41, -0.10, -0.39], [-2.91, 2.68, 2.29], [2.41, 0.29, 1.41], [-1.97, -0.74, -1.86], [-1.49, -1.99, 1.71], [-1.14, 1.38, 0.92], [0.72, -1.38, -1.62], [0.73, 1.35, -1.24], [-3.14, -2.19, -1.52], [-2.35, -3.45, -1.13], [2.05, -1.33, -1.38], [0.44, -0.45, 3.47], [1.96, 1.13, -1.55], [-3.16, 1.75, -1.56], [4.84, 1.24, 2.48], [1.85, 0.10, 3.21], [4.12, 2.08, -2.87], [-0.63, 2.69, 1.06], [2.23, 3.54, -2.23], [2.56, -0.02, -0.98], [-4.10, -1.79, -0.39], [3.29, 2.88, 1.16], [2.84, -2.45, -1.70], [-1.47, 3.52, 1.76], [1.14, -2.98, -3.31], [2.62, 2.10, -2.58], [2.40, -3.24, -2.77], [2.85, -0.98, 3.64], [4.95, 1.33, 0.14], [-4.03, 0.40, -3.46], [0.31, -2.04, -2.72], [3.93, 1.48, 1.28], [-2.78, 0.75, -2.65], [-3.97, -2.56, -2.77], [-1.78, 1.43, -3.60], [-1.01, -1.29, 0.88], [1.93, 1.73, -3.89], [1.90, 1.44, 3.96], [-1.01, -1.57, -3.26], [-2.32, 1.24, 1.57], [-4.85, 0.04, -2.82], [2.79, 3.94, -1.38], [-2.27, 2.18, -1.09], [-3.73, 2.58, -2.01], [1.72, 1.22, 5.03], [-3.82, -0.33, -4.25], [4.53, 1.45, -0.84], [2.85, 1.97, 3.90], [0.32, -1.49, 3.17], [5.50, 0.38, 0.19], [-4.60, -0.83, -0.57], [2.55, 3.08, 1.94], [2.78, 3.00, 0.19], [1.10, 2.11, 3.61], [5.29, 0.24, 2.36], [-0.83, -0.82, -4.05], [3.03, -4.02, -3.18], [2.45, 4.20, -3.07], [5.66, 2.17, 0.24], [-3.59, -1.75, 0.58], [-1.53, -2.40, -3.76], [2.71, -1.87, 3.00], [0.26, -0.42, 4.56], [5.64, 1.99, 2.43], [0.74, -3.54, -4.15], [-3.78, 1.31, -0.77], [-1.63, -3.74, -1.89], [-3.08, -4.28, -1.02], [-4.88, -2.57, -0.32], [-3.38, -2.55, -3.70], [4.53, 1.10, -3.14], [-1.60, 0.84, -4.51], [3.83, -2.54, -1.26], [2.64, -1.26, 4.67], [0.84, 1.84, -3.75], [4.34, 1.30, 3.45], [3.63, -0.09, -0.97], [0.32, 2.94, 0.58], [-4.33, -3.60, -2.64], [-1.26, 4.56, 1.97], [3.89, -0.66, 3.56], [-4.85, -1.93, -2.90], [4.06, 3.67, 1.22], [1.15, 3.56, -2.02], [-0.34, 0.17, 3.02], [2.16, 0.70, -4.19], [-1.84, -3.36, -0.17], [-2.20, 2.40, -3.92], [2.24, 2.43, -4.67], [4.27, 2.75, -3.73], [4.76, 2.56, -2.12], [-0.84, 1.63, -3.08], [-4.39, 1.32, -3.94], [-2.88, 0.31, 1.59]]
}


## b
{
  "formula": "C32H54N3OOsP2S",
  "method": "ωB97M-V/def2-TZVPD",
  "charge": 3,
  "gap_ev": [6.3, 6.1],
  "lumo_energy_ha": [-0.308, -0.435],
  "s_squared": 6.05,
  "mol_weight_g_mol": 781.05,
  "spin_multiplicity": 5,
  "species": ["Os", "S", "P", "P", "O", "N", "N", "N", "C", "C", "C", "C", "C", "C", "C", "C", "C", "C", "C", "C", "C", "C", "C", "C", "C", "C", "C", "C", "C", "C", "C", "C", "C", "C", "C", "C", "C", "C", "C", "C", "H", "H", "H", "H", "H", "H", "H", "H", "H", "H", "H", "H", "H", "H", "H", "H", "H", "H", "H", "H", "H", "H", "H", "H", "H", "H", "H", "H", "H", "H", "H", "H", "H", "H", "H", "H", "H", "H", "H", "H", "H", "H", "H", "H", "H", "H", "H", "H", "H", "H", "H", "H", "H", "H"],
  "coordinates": [[-0.24, -0.01, 0.74], [2.78, 0.38, 4.18], [-0.68, -2.44, 0.68], [-0.61, 2.38, 0.24], [-1.90, 0.27, 3.33], [-2.02, -0.10, -0.58], [1.48, 0.08, 2.01], [1.00, 0.00, -0.99], [2.78, -0.23, 1.74], [-1.29, 0.13, 2.34], [0.74, 5.03, 0.27], [-1.54, -4.70, 2.22], [-0.13, -4.93, -0.77], [2.11, -1.07, -4.11], [1.72, -0.02, -1.91], [-2.37, 4.69, 0.66], [0.91, 3.54, -0.10], [-1.45, 2.13, -1.42], [-4.47, -0.12, -1.94], [3.65, -0.10, 2.84], [-0.32, -2.81, -2.04], [-3.61, 0.99, -2.05], [0.88, -3.96, 2.53], [4.05, -0.42, -2.61], [-4.10, -1.21, -1.18], [1.74, -3.25, -0.61], [2.62, -0.03, -3.08], [-2.83, -1.24, -0.50], [2.61, 1.38, -3.71], [-2.40, 0.96, -1.35], [-1.95, 3.32, 1.25], [-0.57, -3.50, 2.28], [-1.42, 3.50, 2.69], [-2.39, -2.37, 0.21], [1.35, 0.43, 3.32], [-3.22, 2.44, 1.25], [2.08, 2.96, 0.72], [0.21, -3.43, -0.72], [1.27, 3.50, -1.60], [-1.00, -2.64, 3.48], [3.14, -0.54, 0.78], [1.09, -0.83, -4.44], [-1.01, -3.28, 4.38], [-1.19, 2.54, 3.16], [-3.03, 1.38, 1.45], [1.60, 1.66, -4.03], [-3.02, -3.27, 0.18], [-1.65, 5.49, 0.87], [1.58, -3.11, 2.50], [-2.19, 4.01, 3.30], [-3.33, 4.98, 1.12], [-2.01, -2.23, 3.33], [0.94, -4.42, 3.53], [0.00, 5.53, -0.36], [4.72, -0.44, -3.49], [4.44, 0.31, -1.88], [4.05, -1.42, -2.14], [2.98, 3.60, 0.59], [3.27, 1.38, -4.60], [0.30, -5.36, -1.70], [2.78, -1.06, -4.98], [2.11, -2.09, -3.68], [-3.90, 2.82, 2.04], [2.21, 4.06, -1.75], [-0.27, -1.71, -2.03], [1.43, 2.47, -1.95], [0.49, 3.97, -2.22], [1.71, 5.53, 0.11], [0.45, 0.71, 3.83], [2.23, -3.62, -1.53], [-1.46, -5.27, 3.17], [2.16, -3.81, 0.24], [2.01, -2.19, -0.47], [-1.37, -3.09, -2.20], [4.71, -0.28, 2.88], [2.99, 2.14, -3.01], [-3.75, 2.51, 0.29], [2.32, 1.94, 0.41], [-0.51, 4.13, 2.72], [-5.44, -0.12, -2.46], [-2.58, -4.36, 2.12], [-0.30, -1.81, 3.65], [1.84, 2.93, 1.80], [-0.63, 1.89, -2.12], [-4.75, -2.08, -1.09], [-3.87, 1.87, -2.66], [-1.95, 3.04, -1.80], [-1.22, -5.09, -0.80], [0.28, -3.19, -2.89], [1.21, -4.72, 1.80], [-2.53, 4.63, -0.43], [-1.32, -5.40, 1.39], [0.30, -5.49, 0.08], [0.47, 5.18, 1.33]]
}


Energies relative to the most stable structure are a 76.1; b 0.0, reported in kcal/mol.


## a
{
  "formula": "C2H4Cl2S",
  "method": "ωB97M-V/def2-TZVPD",
  "gap_ev": 8.0,
  "lumo_energy_ha": -0.041,
  "mol_weight_g_mol": 131.03,
  "species": ["Cl", "Cl", "S", "C", "C", "H", "H", "H", "H"],
  "coordinates": [[2.13, -0.75, -0.69], [0.96, -0.69, 1.95], [0.50, 2.20, 0.22], [0.69, -0.30, 0.29], [-0.71, -0.53, -0.28], [-1.34, -0.23, 0.56], [-0.64, 1.92, -0.52], [-0.81, -1.64, -0.32], [-0.79, 0.02, -1.21]]
}


## b
{
  "formula": "C2H4Cl2S",
  "method": "ωB97M-V/def2-TZVPD",
  "gap_ev": [6.0, 6.0],
  "lumo_energy_ha": [-0.081, -0.081],
  "mol_weight_g_mol": 131.03,
  "species": ["Cl", "Cl", "S", "C", "C", "H", "H", "H", "H"],
  "coordinates": [[-1.67, 1.56, 0.20], [-0.84, -0.81, 1.73], [-1.06, -1.31, -1.98], [0.84, 0.53, 0.30], [-0.61, 0.34, 0.52], [1.39, -0.39, 0.08], [1.36, 1.15, 0.95], [-0.45, -2.09, -1.04], [1.05, 1.01, -0.77]]
}


Energies relative to the most stable structure are a 0.0; b 32.1, reported in kcal/mol.


## a
{
  "formula": "CH4O2S",
  "method": "ωB97M-V/def2-TZVPD",
  "gap_ev": [8.5, 8.5],
  "lumo_energy_ha": [-0.049, -0.049],
  "mol_weight_g_mol": 80.11,
  "species": ["S", "O", "O", "C", "H", "H", "H", "H"],
  "coordinates": [[0.97, 0.04, -0.35], [0.11, 1.89, 0.44], [1.79, -1.09, 0.15], [-0.72, -0.65, -0.36], [0.65, 2.27, 1.20], [-0.95, -0.95, -1.45], [-1.29, 0.08, 0.16], [-0.55, -1.59, 0.20]]
}


## b
{
  "formula": "CH4O2S",
  "method": "ωB97M-V/def2-TZVPD",
  "gap_ev": 10.4,
  "lumo_energy_ha": -0.009,
  "mol_weight_g_mol": 80.11,
  "species": ["S", "O", "O", "C", "H", "H", "H", "H"],
  "coordinates": [[0.14, 0.80, -0.33], [-1.06, 1.56, -0.42], [1.34, 1.38, 0.21], [-0.19, -0.80, 0.52], [0.66, -1.02, 1.16], [-1.09, -0.66, 1.11], [0.55, 0.31, -2.05], [-0.33, -1.58, -0.21]]
}


Energies relative to the most stable structure are a 13.7; b 0.0, reported in kcal/mol.


## a
{
  "formula": "CH3NS2",
  "method": "ωB97M-V/def2-TZVPD",
  "gap_ev": 7.9,
  "lumo_energy_ha": -0.026,
  "mol_weight_g_mol": 93.18,
  "species": ["S", "S", "N", "C", "H", "H", "H"],
  "coordinates": [[1.96, 1.16, -0.19], [1.77, -0.90, -0.28], [0.63, 0.11, 0.47], [-0.70, -0.09, 0.28], [-1.35, 0.82, 0.46], [-1.11, -1.05, 0.57], [-1.20, -0.04, -1.32]]
}


## b
{
  "formula": "CH3NS2",
  "method": "ωB97M-V/def2-TZVPD",
  "gap_ev": 8.6,
  "smiles": "NSC=S",
  "lumo_energy_ha": -0.008,
  "mol_weight_g_mol": 93.18,
  "species": ["S", "S", "N", "C", "H", "H", "H"],
  "coordinates": [[-0.68, -0.77, -0.02], [2.15, 0.43, 0.04], [-1.42, 0.75, 0.15], [1.02, -0.78, 0.09], [-0.63, 1.31, 0.33], [-1.89, 0.87, -0.80], [1.46, -1.81, 0.20]]
}


## c
{
  "formula": "CH3NS2",
  "method": "ωB97M-V/def2-TZVPD",
  "gap_ev": [7.6, 7.7],
  "lumo_energy_ha": [-0.041, -0.037],
  "mol_weight_g_mol": 93.18,
  "species": ["S", "S", "N", "C", "H", "H", "H"],
  "coordinates": [[2.43, -0.04, 0.04], [-0.07, -2.15, -0.26], [1.02, -0.31, 0.67], [0.79, 0.74, -0.18], [0.34, 1.59, 0.27], [0.68, -2.99, 0.44], [0.38, 0.54, -1.09]]
}


Energies relative to the most stable structure are a 74.8; b 0.0; c 62.2, reported in kcal/mol.


## a
{
  "formula": "C5H11N3O4",
  "method": "ωB97M-V/def2-TZVPD",
  "gap_ev": 10.6,
  "lumo_energy_ha": 0.029,
  "mol_weight_g_mol": 177.16,
  "species": ["O", "O", "O", "O", "N", "N", "N", "C", "C", "C", "C", "C", "H", "H", "H", "H", "H", "H", "H", "H", "H", "H", "H"],
  "coordinates": [[1.02, 1.57, -1.71], [-0.25, 3.03, -0.68], [0.20, -1.39, 0.47], [1.95, -0.12, 0.09], [-0.33, 0.98, -0.06], [0.68, 0.22, 1.92], [0.08, 1.91, -0.77], [0.39, -2.15, -0.81], [-1.28, 1.23, 1.02], [0.92, -0.33, 0.67], [-0.18, -1.40, -1.97], [-0.75, 0.29, 2.15], [-0.94, 0.76, 3.13], [-0.18, -3.12, -0.60], [-0.96, -0.70, 1.84], [1.66, 0.91, -1.20], [1.50, -2.47, -0.77], [-1.29, 2.34, 1.27], [-1.14, -0.88, -1.74], [1.26, 1.04, 2.04], [0.43, -0.49, -2.20], [-0.55, -2.03, -2.79], [-2.25, 0.81, 0.70]]
}


## b
{
  "formula": "C5H11N3O4",
  "method": "ωB97M-V/def2-TZVPD",
  "gap_ev": 9.0,
  "smiles": "CN(O)C(N)=O.O=CCNC=O",
  "lumo_energy_ha": 0.017,
  "mol_weight_g_mol": 177.16,
  "species": ["O", "O", "O", "O", "N", "N", "N", "C", "C", "C", "C", "C", "H", "H", "H", "H", "H", "H", "H", "H", "H", "H", "H"],
  "coordinates": [[-3.23, 0.56, -1.29], [-0.13, -1.63, -0.49], [4.83, 1.17, -0.29], [-2.13, -1.46, -0.18], [-2.45, 2.06, 0.26], [-1.74, -0.18, 0.24], [1.99, -0.99, -0.01], [0.64, -0.82, -0.05], [-1.35, -0.22, 1.63], [3.76, 0.65, -0.53], [2.92, -0.03, 0.53], [-2.55, 0.81, -0.30], [0.38, 0.15, 0.35], [-2.22, -0.36, 2.30], [-2.24, 2.16, 1.24], [-3.13, 2.71, -0.11], [2.34, -1.87, -0.35], [2.35, 0.76, 1.05], [-0.82, 0.72, 1.89], [-2.65, -1.24, -0.97], [-0.68, -1.05, 1.75], [3.58, -0.48, 1.28], [3.32, 0.66, -1.56]]
}


Energies relative to the most stable structure are a 47.0; b 0.0, reported in kcal/mol.


## a
{
  "formula": "C3H6F2O",
  "method": "ωB97M-V/def2-TZVPD",
  "gap_ev": 12.5,
  "smiles": "COC(C)(F)F",
  "lumo_energy_ha": 0.037,
  "mol_weight_g_mol": 96.08,
  "species": ["F", "F", "O", "C", "C", "C", "H", "H", "H", "H", "H", "H"],
  "coordinates": [[0.66, -0.76, 1.22], [0.90, -1.19, -1.03], [-0.75, 0.26, -0.21], [-1.80, -0.74, 0.04], [1.48, 1.06, -0.06], [0.55, -0.14, -0.07], [-2.57, -0.07, -0.16], [0.97, 1.83, 0.49], [2.46, 0.75, 0.42], [1.49, 1.51, -1.02], [-1.61, -1.44, -0.67], [-1.78, -1.07, 1.05]]
}


## b
{
  "formula": "C3H6F2O",
  "method": "ωB97M-V/def2-TZVPD",
  "gap_ev": [9.3, 8.4],
  "lumo_energy_ha": [0.019, 0.009],
  "mol_weight_g_mol": 96.08,
  "species": ["F", "F", "O", "C", "C", "C", "H", "H", "H", "H", "H", "H"],
  "coordinates": [[2.21, 1.18, -0.16], [0.44, -1.69, 0.84], [0.91, -0.86, -1.27], [-2.35, -0.01, -0.25], [1.31, 0.51, 0.67], [0.57, -0.57, 0.04], [-1.81, 0.93, -0.28], [2.05, 0.31, 1.55], [-2.85, -0.30, 0.64], [-2.17, -0.74, -1.09], [1.08, -0.15, -1.86], [0.62, 1.38, 1.18]]
}


Energies relative to the most stable structure are a 0.0; b 100.7, reported in kcal/mol.